{
  "formula": "C38H50AgAsN5O6PS",
  "method": "ωB97M-V/def2-TZVPD",
  "e_homo_ev": 0.60,
  "total_charge": -2,
  "homo_lumo_gap_ha": 0.1188,
  "e_lumo_ev": 3.830,
  "species": ["Ag", "C", "C", "C", "C", "N", "H", "H", "H", "H", "H", "H", "H", "H", "H", "C", "O", "P", "O", "C", "O", "C", "H", "H", "H", "H", "H", "H", "H", "H", "H", "C", "N", "C", "N", "C", "N", "C", "N", "C", "C", "H", "H", "H", "H", "H", "H", "H", "H", "H", "H", "H", "H", "O", "As", "C", "C", "C", "C", "C", "C", "C", "C", "C", "C", "C", "C", "C", "C", "C", "C", "C", "C", "H", "H", "H", "H", "H", "H", "H", "H", "H", "H", "H", "H", "H", "H", "H", "O", "C", "O", "C", "C", "C", "C", "S", "C", "C", "H", "H", "H", "H", "H"],
  "xyz": [[-0.96916, -1.67465, 0.34457], [-1.96652, 0.20711, 3.02275], [-1.64685, -1.29860, 3.24470], [-1.02681, -1.41392, 4.65803], [-3.01572, -2.02735, 3.29244], [-0.71850, -1.85614, 2.31791], [-2.65554, 0.63677, 3.76857], [-2.40270, 0.33140, 2.02619], [-1.02626, 0.76863, 3.06179], [-1.68301, -1.01810, 5.44799], [-0.07984, -0.86887, 4.67159], [-0.81288, -2.46489, 4.86552], [-3.68647, -1.64087, 4.07626], [-2.85070, -3.09440, 3.46666], [-3.51282, -1.91916, 2.32349], [-4.00302, -6.13397, 1.37667], [-2.83446, -5.98613, 0.59520], [-2.30175, -4.36056, 0.55391], [-0.92968, -4.73250, -0.25928], [0.24037, -4.74419, 0.59017], [-3.22594, -3.87062, -0.74242], [-3.44406, -4.69219, -1.87345], [-4.46400, -7.09448, 1.13402], [-4.74151, -5.34784, 1.18132], [-3.77837, -6.11569, 2.44838], [1.11151, -4.63751, -0.05337], [0.29433, -5.69545, 1.12682], [0.20831, -3.91084, 1.30391], [-4.43283, -4.45307, -2.27181], [-3.39880, -5.75182, -1.61786], [-2.69749, -4.48933, -2.64728], [0.34152, -0.29848, -2.07783], [0.54422, -0.03453, -3.50822], [1.01576, -1.27693, -4.12904], [0.06075, -2.37859, -3.96929], [-0.13140, -2.59861, -2.53009], [-0.63769, -1.38194, -1.86538], [-1.91569, -0.99676, -2.49380], [-1.75174, -0.74943, -3.93349], [-0.75203, 0.31128, -4.09422], [-1.21493, -1.96485, -4.54804], [-0.05413, 0.59353, -1.59548], [1.28529, -0.59288, -1.61406], [1.96089, -1.56371, -3.66396], [1.17105, -1.09820, -5.19817], [0.82740, -2.85732, -2.08041], [-0.83747, -3.40861, -2.35936], [-2.27802, -0.09650, -1.99978], [-2.62838, -1.80820, -2.33564], [-1.12608, 1.21817, -3.61275], [-0.61397, 0.50404, -5.16343], [-1.07265, -1.78366, -5.61870], [-1.94042, -2.77269, -4.42001], [-1.87118, 1.43980, -0.40891], [-1.02162, 2.66524, 0.28637], [0.75378, 2.24461, 0.85873], [1.74479, 3.22630, 0.90410], [3.02519, 2.87694, 1.30337], [3.30685, 1.55890, 1.65784], [2.30948, 0.59846, 1.63849], [1.02130, 0.93673, 1.24287], [-1.94710, 3.50666, 1.75389], [-1.27437, 3.92346, 2.89310], [-1.98849, 4.49397, 3.93941], [-3.36459, 4.63979, 3.84352], [-4.03770, 4.20543, 2.70928], [-3.32854, 3.63076, 1.66371], [-0.76637, 4.06751, -1.03043], [-1.60612, 5.16974, -1.11808], [-1.51128, 6.03385, -2.20376], [-0.58177, 5.78885, -3.20345], [0.25884, 4.68651, -3.12077], [0.16411, 3.82311, -2.03850], [1.53080, 4.24675, 0.60371], [3.80840, 3.62526, 1.32332], [4.31248, 1.28053, 1.94832], [2.50655, -0.42846, 1.92019], [0.24455, 0.16904, 1.27960], [-0.20374, 3.78046, 2.97803], [-1.46844, 4.80384, 4.83714], [-3.91961, 5.07613, 4.66531], [-5.11509, 4.29375, 2.64641], [-3.84775, 3.23970, 0.79614], [-2.33170, 5.36625, -0.33725], [-2.16883, 6.89215, -2.26841], [-0.51718, 6.45454, -4.05596], [0.98533, 4.49096, -3.89935], [0.81413, 2.95611, -1.98460], [8.49992, 1.84593, -0.46812], [7.93613, 1.14421, 0.56585], [8.46059, 1.21856, 1.65094], [6.74083, 0.34867, 0.23980], [6.04840, 0.43631, -0.97742], [4.97986, -0.38207, -1.25947], [4.52027, -1.36783, -0.34793], [3.22733, -2.43072, -0.70883], [5.19873, -1.39774, 0.90031], [6.26907, -0.57985, 1.17688], [8.02849, 1.61665, -1.27646], [6.30384, 1.19100, -1.71909], [4.45077, -0.27803, -2.19912], [4.84699, -2.10368, 1.64270], [6.77261, -0.64092, 2.13434]],
  "forces_ev_per_angstrom": [[0.1, 0.2, -0.1], [0.1, 0.0, 0.0], [-0.1, 0.0, 0.0], [0.0, 0.0, 0.0], [0.0, 0.0, 0.0], [0.0, 0.0, 0.0], [0.0, 0.0, 0.0], [0.0, 0.0, 0.0], [0.0, 0.0, 0.0], [0.0, 0.0, 0.0], [0.0, 0.0, 0.0], [0.0, 0.0, 0.0], [0.0, 0.0, 0.0], [0.0, 0.0, 0.0], [0.0, 0.0, 0.0], [-0.1, -0.1, 0.1], [-0.1, 0.1, 0.1], [-0.1, -0.3, -0.5], [-0.2, 0.0, 0.3], [0.1, 0.0, 0.0], [0.1, -0.1, 0.2], [0.1, 0.0, -0.1], [0.0, 0.0, 0.0], [0.0, 0.0, 0.0], [0.0, 0.0, 0.0], [0.0, 0.0, 0.0], [0.0, 0.0, 0.0], [0.0, 0.0, 0.0], [0.0, 0.0, 0.0], [0.0, 0.0, 0.0], [0.0, 0.0, 0.0], [0.0, 0.1, 0.1], [0.0, -0.1, 0.0], [0.0, 0.0, 0.0], [0.0, 0.0, 0.0], [0.1, 0.1, 0.0], [-0.2, -0.2, 0.0], [0.0, 0.0, 0.0], [0.0, 0.0, 0.0], [0.0, 0.1, 0.0], [0.0, 0.0, 0.0], [0.0, 0.0, 0.0], [0.0, 0.0, 0.0], [0.0, 0.0, 0.0], [0.0, 0.0, 0.0], [0.0, 0.0, 0.0], [0.0, 0.0, 0.0], [0.0, 0.0, 0.0], [0.0, 0.0, 0.0], [0.0, 0.0, 0.0], [0.0, 0.0, 0.0], [0.0, 0.0, 0.0], [0.0, 0.0, 0.0], [0.0, 0.4, 0.1], [0.1, -0.2, -0.1], [0.0, 0.0, 0.1], [0.1, 0.0, -0.1], [0.0, 0.0, 0.0], [0.0, 0.0, 0.0], [0.0, -0.1, 0.0], [0.0, 0.1, 0.1], [-0.1, -0.1, -0.1], [-0.1, 0.1, 0.1], [0.1, 0.0, 0.0], [0.0, 0.0, 0.0], [0.1, 0.0, -0.1], [-0.1, 0.0, 0.1], [-0.1, -0.1, -0.1], [0.1, 0.1, 0.0], [0.0, -0.1, 0.1], [0.0, 0.0, -0.1], [0.0, 0.0, 0.1], [0.0, 0.1, -0.1], [0.0, 0.0, 0.0], [0.0, 0.0, 0.0], [0.0, 0.0, 0.0], [0.0, 0.0, 0.0], [0.1, -0.1, 0.0], [0.0, 0.0, 0.0], [0.0, 0.0, 0.0], [0.0, 0.0, 0.0], [0.0, 0.0, 0.0], [0.0, 0.0, 0.0], [0.0, 0.0, 0.0], [0.0, 0.0, 0.0], [0.0, 0.0, 0.0], [0.0, 0.0, 0.0], [0.0, 0.0, 0.0], [0.0, 0.0, 0.0], [-0.2, -0.1, 0.0], [0.0, 0.0, 0.0], [0.2, 0.1, 0.0], [-0.1, 0.0, 0.0], [-0.1, 0.0, 0.0], [0.0, 0.0, 0.0], [0.2, 0.1, 0.0], [0.0, -0.1, 0.0], [0.0, 0.0, 0.0], [0.0, 0.0, 0.0], [0.0, 0.0, 0.0], [0.0, 0.0, 0.0], [0.0, 0.0, 0.0], [0.0, 0.0, 0.0]]
}



{
  "formula": "C3H4BrNO3",
  "method": "ωB97M-V/def2-TZVPD",
  "e_homo_ev": [-10.48, -10.52],
  "homo_lumo_gap_ha": [0.2201, 0.2216],
  "e_lumo_ev": [-4.490, -4.489],
  "species": ["C", "C", "C", "N", "O", "O", "O", "Br", "H", "H", "H", "H"],
  "xyz": [[0.91146, 0.15508, 0.53805], [0.91526, 1.13512, -0.57288], [-0.27879, -0.68458, 0.79692], [-0.88225, -1.49625, -0.19738], [1.82861, -0.08174, 1.29432], [-0.50953, -1.38582, -1.34633], [-1.76771, -2.23261, 0.18842], [-2.43923, 1.37433, -0.02152], [1.93045, 1.33416, -0.90778], [0.49228, 2.06510, -0.18975], [0.29466, 0.79535, -1.39792], [-0.49521, -0.97814, 1.81583]],
  "forces_ev_per_angstrom": [[0.6, 0.1, -0.4], [0.2, 0.3, -0.2], [-1.4, 1.8, 0.5], [-0.9, -0.6, -0.8], [-0.3, 0.0, 0.0], [0.4, -0.1, -0.2], [0.0, -0.2, 0.2], [1.3, -1.3, 0.8], [0.1, -0.1, 0.1], [-0.1, 0.0, 0.0], [0.0, 0.1, 0.1], [-0.1, 0.0, -0.1]]
}



In the order shown, the computed energy relative to the best compared isomer or geometry (same formula, charge and spin) values come out to 0.0; 139.3 kcal per mole.
In the order shown, the computed molar mass values come out to 918.7; 182.0 g/mol.